No. 1
Molecular formula: C17H19N5O5
Method: DFT, the ωB97M-V functional and the def2-TZVPD basis

Computed properties:
E_HOMO	-8.37	eV
charge	0
energy relative to the best compared isomer or geometry (same formula, charge and spin)	127.04	kJ/mol
LUMO level	0.29	eV
structure (SMILES)	CCOC(=O)c1cnc2nc(NCc3ccc(OC)c(OC)c3)[nH]n2c1=O
frontier orbital gap	8.66	eV

The geometry in XYZ format:
```
46
C17H19N5O5 (the ωB97M-V functional and the def2-TZVPD basis)
C 8.21 0.10 0.99
C 7.15 -0.90 1.45
H 7.11 -0.96 2.54
H 7.36 -1.89 1.02
O 5.85 -0.49 1.05
C 5.47 -0.79 -0.19
O 6.16 -1.40 -0.98
C 4.11 -0.31 -0.51
C 3.60 -0.59 -1.77
N 2.41 -0.25 -2.24
C 1.66 0.44 -1.40
N 0.42 0.92 -1.60
C 0.09 1.54 -0.48
N -1.05 2.22 -0.28
H -1.29 2.45 0.67
C -2.16 2.06 -1.21
C -3.05 0.91 -0.82
C -2.68 -0.39 -1.13
C -3.47 -1.46 -0.73
C -4.63 -1.24 0.00
C -5.01 0.08 0.32
C -4.21 1.13 -0.08
H -4.49 2.15 0.15
O -6.17 0.20 1.03
C -6.63 1.49 1.35
H -7.57 1.34 1.88
H -6.81 2.09 0.45
H -5.93 2.02 2.00
O -5.47 -2.22 0.44
C -5.17 -3.55 0.13
H -5.14 -3.72 -0.95
H -4.21 -3.86 0.57
H -5.97 -4.14 0.57
H -3.16 -2.45 -0.99
H -1.78 -0.56 -1.70
H -2.72 3.00 -1.22
H -1.72 1.88 -2.19
N 1.07 1.45 0.46
N 2.09 0.76 -0.14
C 3.34 0.44 0.44
O 3.56 0.81 1.57
H 1.20 1.84 1.38
H 4.22 -1.16 -2.45
H 7.97 1.09 1.36
H 8.25 0.13 -0.10
H 9.18 -0.20 1.37
```

***

No. 2
Molecular formula: C17H19N5O5PPtSbSe4
Method: DFT, the ωB97M-V functional and the def2-TZVPD basis

Computed properties:
E_HOMO (spin up / spin down)	-0.36 / -0.36	eV
charge	-2
energy relative to the best compared isomer or geometry (same formula, charge and spin)	226.99	kJ/mol
LUMO level (spin up / spin down)	3.14 / 3.14	eV
frontier orbital gap (spin up / spin down)	3.49 / 3.49	eV

The geometry in XYZ format:
```
53
C17H19N5O5PPtSbSe4 (the ωB97M-V functional and the def2-TZVPD basis)
Pt -0.31 -0.05 -0.36
N -0.52 1.69 3.46
C -0.04 1.84 2.21
N -0.21 0.73 1.54
C -0.82 -0.14 2.42
N -1.03 0.43 3.62
C -1.13 -1.43 1.96
C -1.64 -2.46 2.76
N -1.88 -3.67 2.33
C -1.60 -3.89 1.01
C -1.12 -2.91 0.18
N -0.88 -1.67 0.60
H -0.59 2.36 4.20
H 0.42 2.74 1.84
H -1.85 -2.25 3.80
H -1.78 -4.89 0.64
H -0.94 -3.13 -0.86
C 4.59 -0.52 -0.40
P 3.04 -1.41 0.03
C 2.22 -1.77 -1.52
C 3.63 -3.03 0.68
O 2.22 -0.67 1.01
H 5.21 -1.11 -1.07
H 5.13 -0.29 0.52
H 4.33 0.42 -0.89
H 2.85 -2.30 -2.23
H 1.92 -0.80 -1.95
H 1.33 -2.37 -1.29
H 4.29 -3.51 -0.04
H 2.77 -3.67 0.86
H 4.15 -2.87 1.62
Se -1.52 -1.49 -6.14
Sb 0.10 -1.63 -4.27
Se -1.30 -0.60 -2.34
Se 2.30 -0.89 -5.16
Se 0.40 -4.03 -3.68
O 1.16 0.92 -2.85
C 0.97 1.86 -2.08
O 0.28 1.81 -1.02
C 1.59 3.21 -2.35
C 2.44 3.39 -3.43
C 3.04 4.62 -3.68
C 2.76 5.64 -2.80
O 3.20 6.95 -2.81
C 2.55 7.58 -1.73
O 1.82 6.64 -0.99
C 1.92 5.45 -1.70
C 1.32 4.25 -1.45
H 2.62 2.55 -4.09
H 3.70 4.77 -4.52
H 1.85 8.35 -2.12
H 3.29 8.07 -1.09
H 0.67 4.09 -0.61
```

***

No. 3
Molecular formula: C17H19N5O6
Method: DFT, the ωB97M-V functional and the def2-TZVPD basis

Computed properties:
E_HOMO	-8.98	eV
charge	0
LUMO level	-0.19	eV
frontier orbital gap	8.79	eV

The geometry in XYZ format:
```
47
C17H19N5O6 (the ωB97M-V functional and the def2-TZVPD basis)
C -4.53 -3.25 -1.33
C -5.24 -2.07 -0.94
H -6.08 -1.77 -1.63
H -5.69 -2.26 0.06
O -4.59 -1.04 -1.11
C -3.88 -0.72 0.13
O -3.81 -1.47 1.21
C -3.11 0.67 -0.20
N -3.64 1.77 -0.78
N -2.70 2.65 -0.61
N -1.73 2.47 0.07
C -1.93 1.06 0.30
C -0.77 -0.01 0.98
O 0.04 0.74 1.88
O -0.88 -1.11 0.60
C -0.06 -2.06 1.49
C -0.54 -2.65 2.74
H -1.63 -2.88 2.62
H -0.48 -1.56 3.34
H 0.00 -3.26 3.21
H 0.94 -1.55 1.42
H -0.01 -2.75 0.81
C -0.56 3.25 0.36
H -0.75 4.08 -0.15
H -0.54 3.62 1.11
C 0.89 2.52 0.01
O 1.81 2.68 0.61
N 0.84 1.71 -0.98
C 1.69 0.48 -1.08
O 1.49 -0.41 -1.88
N 2.91 0.77 -0.54
C 3.96 -0.24 -0.55
C 4.12 -1.32 -1.18
C 5.19 -2.30 -1.11
C 6.19 -1.91 -0.20
C 6.17 -0.50 0.60
C 5.04 0.12 0.29
H 4.93 1.03 1.33
H 6.90 -0.40 1.27
H 6.98 -2.36 -0.03
H 5.36 -3.14 -1.53
H 3.16 -1.54 -1.65
H 2.85 1.43 0.16
H -0.09 1.24 -1.46
H -3.85 -3.36 -0.82
H -5.05 -4.20 -1.45
H -4.11 -3.17 -2.37
```

***

No. 4
Molecular formula: C17H19NO5S2
Method: DFT, the ωB97M-V functional and the def2-TZVPD basis

Computed properties:
E_HOMO	-7.52	eV
charge	0
energy relative to the best compared isomer or geometry (same formula, charge and spin)	349.21	kJ/mol
LUMO level	0.37	eV
structure (SMILES)	COc1ccc([C@H](C2=[S@@](=O)([O-])c3ccccc3S2(=O)=O)[NH+](C)C)cc1
frontier orbital gap	7.89	eV

The geometry in XYZ format:
```
44
C17H19NO5S2 (the ωB97M-V functional and the def2-TZVPD basis)
C 4.47 2.84 -2.79
O 3.07 2.85 -3.13
C 2.21 1.90 -2.69
C 2.56 0.81 -1.86
C 1.55 -0.01 -1.36
C 0.20 0.23 -1.63
C -0.91 -0.42 -0.78
C -0.50 -0.73 0.64
S -1.62 -1.63 1.64
O -2.99 -1.37 1.19
O -1.18 -3.01 1.79
C -1.39 -0.72 3.17
C -0.33 0.16 3.16
C -0.03 0.93 4.28
C -0.83 0.78 5.42
C -1.92 -0.08 5.42
C -2.22 -0.84 4.28
S 0.55 0.26 1.59
O 1.84 -0.38 1.76
O 0.46 1.63 1.14
C -0.12 1.23 -2.56
C 0.86 2.06 -3.07
H 4.85 3.72 -3.31
H 4.63 2.93 -1.70
H 4.98 1.93 -3.17
H 3.59 0.62 -1.57
H 1.83 -0.87 -0.74
H -1.72 0.34 -0.75
H 0.82 1.60 4.25
H -0.59 1.36 6.31
H -2.55 -0.18 6.30
H -3.07 -1.52 4.26
H -1.15 1.38 -2.87
H 0.62 2.88 -3.74
C -0.66 -2.80 -1.51
N -1.54 -1.59 -1.29
C -2.37 -1.34 -2.51
H -0.28 -3.11 -0.55
H -1.33 -3.55 -1.92
H 0.14 -2.53 -2.19
H -2.23 -1.91 -0.57
H -3.11 -0.56 -2.25
H -1.70 -1.02 -3.32
H -2.90 -2.26 -2.76
```

***

No. 5
Molecular formula: C17H19NOS2
Method: DFT, the ωB97M-V functional and the def2-TZVPD basis

Computed properties:
E_HOMO	-5.73	eV
charge	0
energy relative to the best compared isomer or geometry (same formula, charge and spin)	397.07	kJ/mol
LUMO level	-2.82	eV
frontier orbital gap	2.91	eV

The geometry in XYZ format:
```
40
C17H19NOS2 (the ωB97M-V functional and the def2-TZVPD basis)
C -1.69 0.83 2.63
N -0.84 -0.34 2.62
C -1.52 -1.63 2.60
C 0.51 -0.24 2.89
S 1.16 1.30 3.14
S 1.43 -1.65 2.94
H -1.16 1.68 2.19
H -2.57 0.59 2.02
H -2.02 1.11 3.64
H -0.83 -2.39 2.22
H -1.87 -1.94 3.59
H -2.39 -1.52 1.95
C 5.23 -4.17 -3.93
O 5.75 -3.13 -3.07
C 4.88 -2.18 -2.63
C 5.36 -1.26 -1.67
C 4.50 -0.33 -1.14
C 3.13 -0.23 -1.55
C 2.36 0.78 -0.93
C 1.01 1.18 -1.11
C 0.62 2.41 -0.51
C -0.65 2.93 -0.63
C -1.62 2.22 -1.36
C -1.28 1.00 -1.95
C -0.01 0.46 -1.81
C 2.70 -1.13 -2.57
C 3.54 -2.10 -3.08
H 6.11 -4.81 -4.09
H 4.42 -4.74 -3.44
H 4.86 -3.77 -4.89
H 6.40 -1.33 -1.36
H 4.86 0.38 -0.40
H 2.92 1.40 -0.24
H 1.38 2.94 0.08
H -0.90 3.88 -0.15
H -2.63 2.63 -1.47
H -2.03 0.45 -2.52
H 0.20 -0.52 -2.21
H 1.70 -1.07 -3.00
H 3.17 -2.82 -3.82
```

***

No. 6
Molecular formula: C17H20B2Cl3O5
Method: DFT, the ωB97M-V functional and the def2-TZVPD basis

Computed properties:
E_HOMO	-2.51	eV
charge	-1
energy relative to the best compared isomer or geometry (same formula, charge and spin)	193.12	kJ/mol
LUMO level	2.57	eV
frontier orbital gap	5.08	eV

The geometry in XYZ format:
```
47
C17H20B2Cl3O5 (the ωB97M-V functional and the def2-TZVPD basis)
Cl 2.05 -0.37 2.72
B 2.02 1.45 2.07
Cl 2.02 2.78 3.42
Cl 3.58 1.80 1.08
O 0.79 1.59 1.28
C -0.36 2.30 1.18
C -1.23 2.08 2.52
C -2.58 2.52 2.66
C -3.40 2.27 3.80
C -2.88 1.59 4.91
C -1.53 1.09 4.85
C -0.80 1.32 3.69
H -1.30 1.82 -0.11
H -3.01 3.06 1.82
H -4.45 2.62 3.82
H -3.51 1.48 5.76
H -1.08 0.64 5.72
H 0.15 0.88 3.61
C 1.12 1.21 -3.00
C 0.21 2.17 -2.40
C -0.84 3.03 -2.72
C -1.35 3.42 -1.47
C -0.69 2.67 -0.29
B -0.37 -1.27 -0.02
O 0.94 -1.70 -0.12
C 0.79 -2.83 0.72
C -0.76 -2.99 1.20
C -0.92 -4.21 2.03
C -1.74 -2.93 -0.04
O -1.41 -1.81 -0.87
C -1.03 -1.64 2.07
O -0.83 -0.59 1.15
O 0.42 2.11 -1.03
H 1.45 1.67 -3.89
H 1.94 0.91 -2.28
H 0.55 0.29 -3.15
H -1.07 3.17 -3.79
H -2.00 4.30 -1.44
H 1.10 -3.73 0.19
H 1.33 -2.66 1.64
H -1.97 -4.22 2.32
H -0.70 -5.09 1.45
H -0.23 -4.10 2.87
H -1.53 -3.83 -0.60
H -2.79 -2.72 0.30
H -2.09 -1.60 2.43
H -0.28 -1.58 2.91
```